1.
A 7-piece molecular cluster, C12H41N3O7 overall in a non-equilibrium geometry, computed with the ωB97M-V functional and the def2-TZVPD basis.

Positions of all 63 atoms, in Å:
1 C -0.513 -5.970 4.454
2 C -0.437 -5.271 3.083
3 C -0.403 -3.759 3.208
4 O -0.403 -3.049 1.997
5 C -0.336 -1.673 2.247
6 N 0.786 -5.729 2.421
7 H -1.332 -5.552 5.037
8 H 0.431 -5.785 4.967
9 H -0.650 -7.041 4.323
10 H -1.338 -5.535 2.511
11 H 0.513 -3.538 3.778
12 H -1.235 -3.452 3.860
13 H -1.265 -1.267 2.664
14 H -0.218 -1.155 1.294
15 H 0.510 -1.343 2.857
16 H 0.898 -6.722 2.577
17 H 0.793 -5.546 1.427
18 C 4.238 4.081 -4.009
19 C 2.746 4.338 -3.926
20 C 2.219 4.047 -2.516
21 O 2.287 2.659 -2.278
22 C 1.898 2.369 -0.966
23 N 2.400 5.704 -4.348
24 H 4.860 4.911 -3.670
25 H 4.509 3.936 -5.059
26 H 4.529 3.188 -3.459
27 H 2.189 3.674 -4.598
28 H 1.190 4.394 -2.370
29 H 2.859 4.569 -1.795
30 H 0.840 2.558 -0.742
31 H 2.522 2.910 -0.248
32 H 1.994 1.319 -0.681
33 H 2.581 5.794 -5.343
34 H 1.393 5.814 -4.263
35 C -0.513 -0.513 -3.052
36 C -0.558 -1.493 -1.864
37 C -1.948 -1.517 -1.231
38 O -2.146 -0.279 -0.596
39 C -3.403 -0.223 0.083
40 N -0.119 -2.824 -2.274
41 H -0.617 0.495 -2.635
42 H -1.279 -0.654 -3.818
43 H 0.436 -0.554 -3.589
44 H 0.081 -1.074 -1.081
45 H -2.044 -2.380 -0.565
46 H -2.651 -1.664 -2.064
47 H -3.452 -1.037 0.810
48 H -4.227 -0.165 -0.629
49 H -3.398 0.711 0.642
50 H 0.691 -2.758 -2.875
51 H -0.825 -3.273 -2.849
52 O 1.557 1.930 2.560
53 H 0.854 1.732 1.915
54 H 1.279 2.753 2.972
55 O -0.893 1.469 1.256
56 H -1.609 2.130 1.178
57 H -1.141 0.747 0.639
58 O -2.460 0.962 3.747
59 H -1.673 0.716 4.245
60 H -2.119 1.229 2.879
61 O -2.739 3.568 1.191
62 H -3.639 3.598 1.537
63 H -2.501 4.489 1.033

Calculated values
E_HOMO: -9.04 eV
SMILES string: COC[C@H](C)N.COC[C@H](C)N.COC[C@H](C)N.O.O.O.O
Charge: 0
Gap between HOMO and LUMO: 9.1 eV
DFT total energy: -31910.523 eV

=====

2.
C12H42ClN12O13 as an isolated structure in a non-equilibrium geometry, computed with the ωB97M-V functional and the def2-TZVPD basis.

Positions of all 80 atoms, in Å:
1 Cl 7.839 -17.023 3.215
2 O 8.670 -17.552 2.142
3 O 7.151 -15.847 2.780
4 O 6.900 -18.080 3.563
5 O 8.698 -16.663 4.323
6 C 11.991 -18.168 5.081
7 C 11.347 -18.920 3.865
8 O 10.601 -17.984 3.133
9 H 12.292 -18.911 5.819
10 H 11.350 -17.377 5.472
11 H 12.858 -17.600 4.744
12 H 10.669 -19.674 4.264
13 H 12.130 -19.285 3.201
14 H 9.673 -18.154 3.311
15 C 8.043 -20.399 2.267
16 C 8.807 -20.472 3.580
17 O 8.764 -19.191 4.114
18 H 6.998 -20.198 2.503
19 H 7.902 -21.364 1.781
20 H 8.552 -19.738 1.566
21 H 9.827 -20.790 3.368
22 H 8.249 -21.184 4.188
23 H 8.034 -18.605 3.899
24 C 9.984 -18.852 0.589
25 C 9.558 -17.493 0.033
26 O 10.230 -16.383 0.646
27 H 9.836 -18.651 1.650
28 H 10.979 -19.295 0.542
29 H 9.263 -19.638 0.367
30 H 8.490 -17.279 0.045
31 H 9.763 -17.416 -1.034
32 H 10.088 -16.516 1.586
33 C 4.493 -18.773 2.034
34 O 3.610 -19.199 1.284
35 N 4.431 -18.718 3.317
36 N 5.572 -18.156 1.618
37 H 3.584 -19.091 3.721
38 H 5.162 -18.170 3.748
39 H 6.037 -17.466 2.191
40 H 5.619 -18.117 0.610
41 C 10.911 -14.815 2.545
42 O 11.514 -13.781 2.376
43 N 11.398 -15.955 2.825
44 N 9.645 -14.990 2.199
45 H 10.981 -16.869 2.926
46 H 12.407 -15.975 2.871
47 H 9.235 -15.904 2.324
48 H 9.090 -14.255 1.784
49 C 7.374 -13.690 1.177
50 O 7.355 -12.784 0.397
51 N 7.626 -13.636 2.496
52 N 7.162 -14.895 0.907
53 H 7.586 -12.743 2.968
54 H 7.545 -14.529 2.960
55 H 7.177 -15.608 1.622
56 H 7.072 -15.132 -0.071
57 C 6.664 -16.832 6.500
58 O 5.893 -16.860 7.454
59 N 6.711 -15.888 5.540
60 N 7.341 -17.851 6.077
61 H 6.270 -14.979 5.546
62 H 7.450 -15.980 4.858
63 H 7.963 -17.691 5.297
64 H 7.076 -18.654 6.629
65 C 10.612 -15.929 6.105
66 O 9.822 -16.653 6.697
67 N 11.669 -15.555 6.605
68 N 10.549 -15.589 4.920
69 H 11.862 -15.688 7.588
70 H 12.458 -15.334 6.015
71 H 11.225 -14.859 4.746
72 H 9.907 -15.928 4.218
73 C 8.402 -13.196 5.201
74 O 8.330 -12.010 4.978
75 N 8.208 -13.752 6.344
76 N 8.639 -14.115 4.295
77 H 8.308 -14.735 6.554
78 H 7.666 -13.223 7.013
79 H 8.634 -13.732 3.361
80 H 8.669 -15.121 4.380

Calculated values
E_HOMO: -5.90 eV
Charge: -1
Gap between HOMO and LUMO: 8.3 eV
DFT total energy: -70121.931 eV

=====

3.
A 9-piece molecular cluster, C12H42N2O10 overall in a non-equilibrium geometry, computed with the ωB97M-V functional and the def2-TZVPD basis.

Positions of all 66 atoms, in Å:
1 N 3.171 -4.205 2.028
2 H 2.571 -3.544 1.557
3 H 3.731 -3.574 2.583
4 H 3.832 -4.610 1.380
5 H 2.686 -4.905 2.572
6 N 0.888 -1.609 0.449
7 O -0.191 -1.202 0.852
8 O 1.374 -2.547 1.020
9 O 1.408 -1.184 -0.548
10 C 1.196 -1.615 4.984
11 O 2.106 -1.507 3.952
12 H 1.362 -2.344 5.777
13 H 1.008 -0.606 5.349
14 H 0.225 -1.890 4.572
15 H 1.621 -1.039 3.267
16 C 2.166 -2.390 -3.874
17 O 2.440 -3.240 -2.743
18 H 3.061 -1.836 -4.157
19 H 1.934 -3.009 -4.741
20 H 1.358 -1.675 -3.724
21 H 2.387 -2.805 -1.890
22 C 2.928 1.467 -2.949
23 O 3.333 0.441 -2.072
24 H 3.724 1.937 -3.527
25 H 2.271 0.970 -3.664
26 H 2.371 2.160 -2.319
27 H 2.589 0.084 -1.580
28 C -0.610 1.446 -2.112
29 C -1.952 1.723 -2.660
30 C -1.921 2.864 -3.687
31 O -2.363 0.531 -3.164
32 H -0.018 1.103 -2.960
33 H -0.499 0.840 -1.213
34 H -0.250 2.434 -1.824
35 H -2.718 2.038 -1.951
36 H -1.819 3.859 -3.256
37 H -2.861 2.851 -4.238
38 H -1.138 2.830 -4.445
39 H -2.294 0.005 -2.364
40 C -4.353 -1.714 0.332
41 C -3.525 -0.564 -0.236
42 C -3.059 0.303 0.909
43 O -2.356 -1.039 -0.883
44 H -3.584 -2.421 0.641
45 H -4.826 -2.185 -0.529
46 H -5.064 -1.349 1.073
47 H -4.032 0.010 -1.012
48 H -2.851 -0.282 1.804
49 H -3.796 1.038 1.231
50 H -2.107 0.758 0.635
51 H -1.762 -1.258 -0.162
52 C 1.262 2.049 1.550
53 C 0.956 3.513 1.428
54 C -0.592 3.828 1.444
55 O 1.590 4.253 2.522
56 H 0.638 1.494 0.850
57 H 0.905 1.689 2.515
58 H 2.341 1.898 1.592
59 H 1.407 3.773 0.470
60 H -1.358 3.275 0.899
61 H -0.873 4.737 0.911
62 H -1.033 3.828 2.441
63 H 1.685 3.636 3.252
64 O -1.691 -2.411 2.908
65 H -1.247 -1.851 2.271
66 H -1.781 -3.254 2.463

Calculated values
E_HOMO: -9.05 eV
Charge: 0
Gap between HOMO and LUMO: 8.1 eV
DFT total energy: -36573.448 eV

=====

4.
A 9-piece molecular cluster, C12H42O9 overall in a non-equilibrium geometry, computed with the ωB97M-V functional and the def2-TZVPD basis.

Positions of all 63 atoms, in Å:
1 C -1.195 0.107 -2.625
2 C -2.627 -0.323 -2.852
3 O -2.627 -1.697 -3.273
4 H -0.808 -0.390 -1.734
5 H -1.076 1.187 -2.569
6 H -0.588 -0.291 -3.440
7 H -3.108 0.212 -3.681
8 H -3.295 -0.201 -1.993
9 H -3.413 -1.860 -3.796
10 C 1.788 2.723 -2.025
11 C 1.056 3.880 -1.360
12 O 1.307 5.142 -1.958
13 H 2.863 2.784 -1.860
14 H 1.617 2.657 -3.102
15 H 1.411 1.780 -1.618
16 H 1.308 3.885 -0.298
17 H -0.023 3.670 -1.369
18 H 1.015 5.039 -2.871
19 C 4.075 1.134 0.409
20 C 4.046 -0.118 -0.451
21 O 5.351 -0.679 -0.481
22 H 4.279 0.832 1.434
23 H 3.166 1.714 0.264
24 H 4.883 1.753 0.011
25 H 3.669 0.103 -1.457
26 H 3.364 -0.849 0.002
27 H 5.282 -1.612 -0.697
28 C -1.455 1.971 0.794
29 C -0.603 2.758 1.781
30 O 0.661 2.118 2.003
31 H -1.567 0.930 1.111
32 H -0.981 1.895 -0.183
33 H -2.471 2.360 0.811
34 H -1.188 2.854 2.703
35 H -0.484 3.775 1.399
36 H 1.179 2.723 2.549
37 C 0.483 -3.613 1.359
38 C 0.056 -2.964 2.640
39 O -0.632 -1.719 2.369
40 H 1.194 -2.980 0.843
41 H -0.407 -3.930 0.815
42 H 0.978 -4.563 1.587
43 H 0.879 -2.737 3.324
44 H -0.596 -3.632 3.212
45 H -0.388 -1.112 3.095
46 C -4.588 -2.214 -0.503
47 C -3.257 -2.360 0.201
48 O -3.374 -1.712 1.456
49 H -5.381 -2.812 -0.049
50 H -4.571 -2.545 -1.543
51 H -4.919 -1.176 -0.480
52 H -2.439 -1.870 -0.343
53 H -2.947 -3.407 0.296
54 H -2.524 -1.430 1.816
55 O 0.340 0.186 4.131
56 H -0.082 0.701 4.827
57 H 0.761 0.847 3.550
58 O 0.676 -0.323 0.327
59 H 0.161 -0.910 0.939
60 H 0.821 0.482 0.847
61 O 1.536 -2.139 -1.799
62 H 1.136 -1.504 -1.177
63 H 2.271 -2.524 -1.317

Calculated values
E_HOMO: -9.63 eV
SMILES string: CCO.CCO.CCO.CCO.CCO.CCO.O.O.O
Charge: 0
Gap between HOMO and LUMO: 9.6 eV
DFT total energy: -31551.588 eV